94
Properties=species:S:1:pos:R:3:forces:R:3 method="wB97M-V/def2-TZVPD" charge=+1 spin_multiplicity=5 e_above_lowest_kj_mol=281.94 largest_force_ev_per_a=6.32 total_energy_ev=-92668.814
C 1.62650 -0.14362 -2.60949 0.3 0.5 -0.8
C 2.12100 1.57003 -1.09128 -0.8 -0.2 1.0
C 2.30755 0.50150 -3.62980 -0.7 -1.0 0.0
C 2.99534 2.15695 -2.04330 0.4 0.2 -1.0
C 3.08076 1.62528 -3.31603 0.3 0.5 0.9
H 2.23086 0.09754 -4.63749 0.1 0.2 0.2
H 3.52319 3.06615 -1.75725 -0.1 -0.2 -0.2
H 3.71187 2.07553 -4.08110 -0.1 0.0 0.3
N 1.70728 0.27359 -1.32715 0.0 0.9 -0.7
P 0.56992 -2.36010 -1.40450 -0.1 -0.1 -0.9
P 0.61229 1.98760 1.41649 0.5 -0.7 0.9
C 0.65486 -1.27268 -2.88908 0.1 0.0 -0.1
H -0.35273 -0.86479 -3.08303 0.4 0.0 0.2
H 0.94394 -1.81792 -3.79533 -0.1 0.1 0.3
C 1.57621 2.32061 -0.01804 2.7 0.3 0.0
H 2.15503 3.25146 0.12916 -0.4 -0.2 -0.4
C -0.35030 3.70380 1.36736 0.0 -0.7 0.4
C 1.55801 1.85434 3.11063 0.0 0.5 -0.9
C -1.07808 -3.24010 -1.52592 0.3 -0.2 -0.1
C 2.09636 -3.43238 -1.66545 -0.2 -0.2 0.1
C -1.79687 3.29391 1.67397 -0.2 0.4 0.1
H -1.89413 2.80195 2.65150 0.1 0.1 -0.2
H -2.43203 4.19207 1.67555 0.0 -0.2 0.0
H -2.17997 2.60944 0.90827 0.0 0.1 0.2
C 0.14773 4.77834 2.34475 -0.1 0.2 0.1
H 0.14003 4.49085 3.39934 0.0 0.1 -0.4
H 1.15451 5.12933 2.08159 -0.3 -0.1 0.0
H -0.52604 5.64590 2.25049 0.1 -0.2 0.0
C -0.27558 4.35553 -0.01918 -0.3 0.0 -0.1
H -1.05606 5.12673 -0.09413 0.1 -0.1 0.1
H 0.69242 4.83576 -0.19867 -0.2 -0.1 0.0
H -0.45414 3.63482 -0.81904 0.2 0.5 0.2
C 0.54837 2.04978 4.25334 -0.1 0.0 0.0
H -0.12366 1.18438 4.30339 0.1 0.2 0.0
H 1.10082 2.10384 5.20273 -0.1 0.0 -0.1
H -0.06840 2.94720 4.17177 0.2 -0.2 0.1
C 2.11284 0.43908 3.28952 -0.2 -0.1 0.0
H 1.29735 -0.28745 3.39785 0.2 0.2 -0.1
H 2.78265 0.13451 2.47852 0.0 0.1 0.0
H 2.68822 0.41029 4.22866 -0.1 0.0 -0.3
C 2.72103 2.84412 3.12406 0.2 0.1 0.5
H 2.40184 3.88918 3.07042 0.1 -0.3 0.0
H 3.27892 2.71749 4.06433 0.0 0.1 -0.2
H 3.41276 2.64805 2.29421 -0.2 0.0 0.2
C 2.00165 -4.66531 -0.75462 0.3 -0.2 0.0
H 2.95018 -5.21746 -0.83701 -0.2 0.1 0.1
H 1.87040 -4.39005 0.29963 0.0 -0.2 -0.3
H 1.19767 -5.34746 -1.06118 0.2 0.2 0.1
C 3.33471 -2.60345 -1.27094 0.0 0.0 0.0
H 3.48868 -1.75173 -1.94459 0.0 -0.2 0.2
H 3.26819 -2.23449 -0.23924 0.2 -0.1 -0.3
H 4.21566 -3.25763 -1.34807 -0.2 0.2 0.0
C 2.26983 -3.87577 -3.12868 0.1 -0.2 0.0
H 3.11337 -4.58152 -3.16473 -0.2 0.2 0.0
H 1.38752 -4.38886 -3.52847 0.3 0.1 0.1
H 2.52386 -3.03652 -3.78831 0.0 -0.2 0.2
C -2.19458 -2.18768 -1.63991 0.0 0.1 0.0
H -2.13168 -1.60382 -2.56656 -0.1 -0.2 0.2
H -3.16501 -2.70844 -1.63635 0.3 0.1 0.0
H -2.17267 -1.49436 -0.79035 0.0 -0.2 -0.1
C -1.30403 -4.03316 -0.23220 -0.1 -0.1 0.2
H -1.35961 -3.35515 0.63225 0.0 -0.2 -0.3
H -2.26310 -4.56562 -0.31959 0.2 0.1 0.0
H -0.52000 -4.77607 -0.04888 -0.2 0.1 -0.1
C -1.11281 -4.16641 -2.74904 -0.3 -0.1 0.0
H -0.92007 -3.62296 -3.68488 0.0 -0.1 0.2
H -0.41145 -5.00658 -2.66404 -0.2 0.3 0.0
H -2.12405 -4.59542 -2.81969 0.2 0.1 0.0
Cr 0.72973 -0.61940 0.18762 -0.4 0.8 1.2
C 1.54722 -1.88746 1.36297 1.7 -4.3 4.3
O 1.89860 -2.72700 2.10462 -1.1 3.1 -2.8
N -0.76931 0.44720 -0.37628 -1.1 4.9 -2.5
C -0.93902 1.52881 -0.90100 -1.6 -5.6 0.5
C -2.02766 2.01694 -1.74761 -0.2 1.0 -0.9
C -3.31337 1.49481 -1.51659 -0.1 0.0 0.1
C -1.82916 2.93044 -2.80148 -0.2 -0.1 0.4
C -4.39826 1.90936 -2.29334 0.4 0.1 0.0
H -3.45321 0.75881 -0.71798 0.1 0.3 -0.3
C -2.92275 3.37636 -3.54711 -0.1 -0.3 0.1
H -0.81729 3.28365 -3.00973 -0.3 0.0 0.1
C -4.20450 2.86520 -3.29978 0.2 -0.1 0.2
H -5.38820 1.48854 -2.09872 0.4 0.2 -0.1
H -2.77837 4.12726 -4.32610 0.0 -0.3 0.2
H -5.05726 3.20670 -3.88813 0.3 -0.1 0.2
N -2.82102 -2.09083 4.92099 -1.3 -0.4 0.5
C -2.71287 -2.33720 3.46336 0.1 0.0 -0.1
C -1.42495 -1.60323 3.07795 1.4 0.8 -1.4
O -0.75323 -1.14893 4.04512 -0.6 -0.6 -0.3
O -1.17279 -1.52377 1.84700 -0.5 -0.2 1.3
H -1.85006 -1.76642 5.18685 0.2 0.2 -0.3
H -3.14972 -2.91225 5.42875 0.2 0.2 0.1
H -3.49160 -1.33721 5.08380 0.3 0.0 0.2
H -2.62534 -3.40792 3.27690 0.0 0.1 0.0
H -3.58075 -1.93444 2.94071 0.2 -0.1 0.0

12
Properties=species:S:1:pos:R:3:forces:R:3 method="wB97M-V/def2-TZVPD" charge=0 spin_multiplicity=1 e_above_lowest_kj_mol=141.96 largest_force_ev_per_a=1.25 total_energy_ev=-5749.946
C 2.14416 0.37615 -0.75996 0.1 0.2 -1.2
C 0.87949 0.19864 0.00580 0.2 0.3 0.1
C -0.21631 -0.35720 -0.49418 -0.2 0.1 -0.3
N -1.52633 -0.42098 0.06052 0.2 -0.2 0.0
C -1.76807 0.10725 1.17691 -0.1 0.4 0.4
H 2.15863 1.36076 -1.24459 0.1 0.3 0.6
H 2.21214 -0.22530 -1.66696 -0.2 -0.6 0.2
H 3.05888 0.23753 -0.19026 0.0 0.1 0.2
H 0.90624 0.68179 0.97769 -0.3 -0.2 0.1
H -0.18053 -0.77598 -1.49806 0.0 0.0 0.2
H -1.04391 0.66100 1.78685 0.1 -0.1 -0.1
H -2.77426 0.07810 1.58795 0.0 -0.2 -0.1

73
Properties=species:S:1:pos:R:3:forces:R:3 method="wB97M-V/def2-TZVPD" charge=+1 spin_multiplicity=1 e_above_lowest_kj_mol=0.00 largest_force_ev_per_a=2.10 total_energy_ev=-94558.306
Cu -0.19734 1.35265 0.64967 0.5 -0.5 0.3
O 2.52897 -4.76978 -0.28874 1.4 0.3 -0.3
H 2.53650 -4.22155 -1.09924 0.0 -0.4 0.5
H 3.48482 -4.98968 -0.12700 -1.4 0.3 -0.2
O -1.25848 -6.60933 0.10602 0.5 0.7 -0.8
H -0.96092 -7.01657 -0.72199 -0.1 0.1 0.3
H -1.65220 -7.29336 0.62073 -0.4 -0.9 0.5
O 1.28741 -1.42772 3.55441 0.1 -1.1 -1.5
H 2.06234 -1.86210 3.94718 -0.3 0.3 0.0
H 1.23223 -1.85727 2.64197 0.0 0.6 1.3
O -1.60720 2.54728 -0.01673 0.3 0.9 0.1
H -1.13381 3.23985 -0.51789 -0.4 0.1 0.1
H -1.86337 2.91488 0.87268 -0.5 0.0 -0.7
O -1.80930 -1.41422 3.91800 -1.1 0.3 0.7
H -2.13617 -1.41039 4.84401 0.5 -0.1 -0.9
H -0.92508 -1.77746 3.92024 0.6 -0.1 0.2
O 0.82531 -2.75243 0.84976 1.0 1.7 0.5
H 0.05139 -3.28283 0.72472 -1.3 -0.8 -0.1
H 1.55967 -3.32706 0.63733 0.6 -0.5 -0.2
O 2.31202 1.03453 -2.06838 0.4 0.6 0.2
H 3.16390 0.67947 -2.35554 -0.4 -0.2 0.0
H 2.50357 1.70468 -1.38119 -0.3 0.1 -0.2
O -2.88841 3.17445 2.22226 0.1 -0.5 0.7
H -2.88357 2.31013 2.69644 -0.4 0.9 -0.6
H -3.67355 3.67229 2.49297 0.3 -0.4 -0.1
O -0.28001 4.38629 -1.88901 1.2 1.2 0.0
H -0.19503 3.76850 -2.62307 -0.2 -0.7 -0.3
H 0.36000 5.10211 -2.13181 -1.0 -0.7 0.5
O -5.07093 0.53446 2.51001 0.0 -0.3 1.3
H -5.14537 0.30502 1.58812 0.0 0.0 -0.9
H -5.30064 -0.28093 2.98172 0.0 0.4 -0.1
O -0.39232 1.90094 -3.35835 -0.6 -0.5 1.0
H 0.33958 1.43829 -2.88311 -0.7 0.5 -0.3
H -1.25004 1.55301 -2.94890 1.4 0.4 -0.5
O -2.51302 0.58269 -1.74164 -0.2 -0.9 -0.7
H -1.92427 0.84975 -1.02136 0.0 -0.1 0.1
H -2.32050 -0.36355 -1.97742 0.3 0.8 0.4
O 0.42436 -0.20460 -0.61699 0.2 -1.9 0.9
H 0.48189 -1.09827 -0.12166 0.2 1.6 -0.9
H 1.22056 -0.12576 -1.18857 -0.1 0.1 0.3
O 0.21040 -0.57448 -4.12265 0.1 1.2 -0.5
H 0.06577 0.27007 -4.61080 0.2 -0.3 1.0
H -0.05196 -1.19429 -4.78161 -0.4 -1.3 -0.6
O 0.72317 1.37236 2.56625 0.0 0.6 -0.7
H 0.34754 0.58391 2.93662 -0.3 -0.8 0.7
H 1.60077 1.07334 2.28903 0.6 0.0 0.0
O -2.15567 0.33885 1.64236 0.4 -0.1 0.8
H -2.93627 0.13284 1.12310 -0.4 0.0 0.0
H -2.31727 -0.01618 2.54399 0.1 -0.1 -0.7
O -1.51139 -3.86771 0.23230 -1.1 -0.4 0.6
H -2.23641 -3.51146 0.78022 0.5 0.0 -0.3
H -1.66931 -4.84338 0.25422 0.5 0.4 -0.3
O 1.91238 2.93856 0.00297 -0.4 0.3 -0.6
H 1.39048 3.66890 -0.37774 0.0 -0.5 0.0
H 2.76987 3.35531 0.16220 0.2 0.1 0.3
O 3.38403 0.74865 1.50209 0.2 1.0 0.5
H 3.13168 0.34356 0.68216 -0.2 -0.4 -0.7
H 3.58889 1.67679 1.26268 -0.1 -0.6 0.3
O -1.34106 -2.11567 -2.06786 1.2 0.6 0.3
H -0.46571 -1.62721 -2.11885 -1.6 -0.8 0.2
H -1.34474 -2.58954 -1.20631 0.1 0.2 -0.7
O -4.77758 -0.00705 -0.18207 -0.5 -1.3 -1.4
H -4.14327 0.24573 -0.89248 0.0 0.3 0.4
H -5.30566 -0.72250 -0.62992 0.6 1.0 0.8
O 3.58696 3.92511 1.80628 0.6 0.0 -0.2
H 2.95301 3.80750 2.51565 -0.1 0.0 0.3
H 4.40867 4.24626 2.19934 -0.2 -0.1 0.0
O 2.28952 -1.49272 -2.65919 -1.0 0.4 0.0
H 2.90776 -2.03889 -3.11971 0.4 -0.5 -0.6
H 1.59503 -1.18166 -3.31223 0.9 -0.3 0.6
O 4.54272 3.35190 -1.37797 0.5 -0.1 -0.6
H 4.38211 3.12126 -2.30322 -0.4 0.0 0.1
H 5.47253 3.61544 -1.43853 -0.1 0.1 0.5

64
Properties=species:S:1:pos:R:3:forces:R:3 method="wB97M-V/def2-TZVPD" charge=+1 spin_multiplicity=1 largest_force_ev_per_a=1.53 total_energy_ev=-39813.189
C 2.12069 2.60120 -0.02705 -0.3 -0.1 -0.2
C 1.25292 1.72989 -0.57795 0.2 0.6 -0.1
C 1.67539 0.53531 -1.38300 0.0 0.1 -0.5
O 1.88726 -0.48873 -0.78071 0.0 0.2 -0.3
O 1.78929 0.60008 -2.72946 -0.1 0.1 0.3
C 0.50608 0.81306 -3.34539 -0.1 -0.1 -0.5
C -0.10327 -0.53292 -3.76033 -0.2 0.3 0.7
C -1.21124 -0.93905 -2.77312 -0.1 -0.2 -0.8
C -1.63799 -2.41203 -2.92343 -0.4 0.3 0.3
C -1.68808 -3.18443 -1.60124 -0.2 -0.2 -0.4
C -2.80387 -2.64656 -0.68279 -0.2 0.0 0.2
N -2.45910 -2.41792 0.74887 0.5 -0.2 0.1
C -2.13552 -3.66839 1.47119 0.3 0.2 0.3
O -1.14709 -3.39550 2.42985 -0.2 0.0 0.0
C 0.06639 -2.99034 1.86303 0.4 -0.1 0.2
N -0.14351 -1.72018 1.13794 -0.5 -0.6 0.4
C -1.50268 -1.44354 1.00178 0.1 0.2 -0.3
N -1.88222 -0.20571 1.11741 -0.1 -0.1 -0.4
Si -3.57246 0.49249 1.09434 -0.9 0.8 0.0
C -4.09206 0.81120 -0.67065 0.3 -0.2 0.0
C -4.82049 -0.48590 2.06679 0.3 -0.2 0.0
C -3.36617 2.15024 1.92474 0.8 -0.6 0.2
H 2.93679 3.07187 -0.56649 0.9 -1.2 0.3
H 2.01839 2.89683 1.01353 -0.8 1.1 -0.4
H 0.17872 1.85385 -0.43493 0.1 -0.9 1.2
H -0.17463 1.31116 -2.64973 0.1 0.2 0.0
H 0.63576 1.48396 -4.19125 0.3 -0.1 0.0
H -0.49746 -0.42471 -4.76977 0.0 -0.3 0.0
H 0.66191 -1.30778 -3.73203 0.2 0.2 -0.3
H -2.07784 -0.31126 -2.99687 0.0 0.1 0.3
H -0.88475 -0.71172 -1.75318 0.0 -0.1 0.1
H -2.65346 -2.41778 -3.33099 0.0 -0.2 -0.1
H -1.03229 -2.93850 -3.66072 0.2 0.0 0.1
H -1.93001 -4.21791 -1.85821 0.1 -0.1 0.2
H -0.71697 -3.21438 -1.10422 0.1 0.2 0.0
H -3.23743 -1.73285 -1.08574 0.1 0.1 0.1
H -3.61213 -3.37775 -0.65493 -0.1 0.1 0.0
H -3.01653 -3.96951 2.03331 0.0 -0.2 -0.1
H -1.78974 -4.45641 0.79507 -0.1 0.0 -0.1
H 0.73767 -2.80616 2.69921 0.0 0.0 0.0
H 0.51838 -3.76529 1.23455 -0.2 0.0 -0.2
H 0.34940 -1.67724 0.24763 0.2 0.5 0.1
H -1.11282 0.44148 1.26654 0.1 -0.1 0.0
H -4.67208 0.00088 -1.11134 0.0 0.0 -0.1
H -4.70033 1.71720 -0.69063 -0.1 0.0 0.1
H -3.22285 1.01437 -1.30110 0.0 -0.1 -0.1
H -4.93350 -0.04007 3.05567 0.0 0.0 0.0
H -4.58167 -1.53797 2.20635 0.0 0.0 -0.1
H -5.77488 -0.41531 1.54272 0.0 0.0 0.0
H -2.82431 2.87131 1.31322 -0.2 0.2 -0.1
H -4.33289 2.52856 2.25002 0.0 0.2 -0.2
H -2.76233 1.99700 2.82652 -0.1 0.1 0.1
C 6.09027 2.95769 2.94379 -0.2 0.0 0.0
C 5.82842 2.71658 1.46544 0.4 0.2 0.1
C 7.12367 2.51428 0.69569 -0.1 0.0 -0.1
O 5.08856 3.80764 0.91017 -0.2 -0.2 -0.1
H 6.68885 3.86186 3.08115 0.1 0.0 0.0
H 5.15253 3.10047 3.48164 0.0 0.0 0.0
H 6.62513 2.12044 3.39304 0.0 0.0 0.0
H 5.19208 1.83736 1.34578 -0.1 0.1 -0.1
H 7.75190 3.40585 0.76860 0.0 0.0 0.1
H 6.91864 2.34250 -0.36110 0.0 0.0 0.0
H 7.68663 1.66485 1.08348 0.0 0.0 0.0
H 5.62494 4.60236 0.99928 0.0 0.0 0.0